No. 1
ORCA calculation (ωB97M-V with the def2-TZVPD basis set) on an isolated molecule of C25H35N3O4.

Cartesian coordinates (Å):
C1 -3.526 -4.548 0.407
C2 -2.349 -3.985 -0.383
O1 -2.534 -2.620 -0.738
C3 -2.187 -1.696 0.231
O2 -0.764 -1.663 0.293
C4 -0.262 -0.640 1.052
C5 1.155 -0.809 1.468
O3 1.725 0.003 2.183
N1 1.742 -1.925 0.995
C6 3.128 -2.250 1.271
C7 4.073 -1.380 0.508
N2 4.882 -1.776 -0.431
C8 5.547 -0.646 -0.840
C9 6.529 -0.478 -1.809
C10 7.021 0.795 -2.008
C11 6.558 1.886 -1.269
C12 5.584 1.744 -0.301
C13 5.086 0.468 -0.094
N3 4.148 -0.041 0.763
C14 -0.968 0.431 1.415
C15 -2.359 0.704 0.942
C16 -2.480 2.153 0.413
C17 -1.338 2.530 -0.534
C18 -1.540 3.941 -1.079
C19 -1.614 4.948 0.064
C20 -2.741 4.577 1.022
C21 -2.543 3.162 1.561
C22 -2.783 -0.326 -0.122
C23 -4.310 -0.422 -0.228
C24 -4.798 -0.826 -1.618
C25 -6.326 -0.843 -1.683
O4 -6.899 0.422 -1.446
H1 -3.373 -5.609 0.583
H2 -3.627 -4.049 1.368
H3 -4.447 -4.410 -0.154
H4 -2.253 -4.509 -1.337
H5 -1.415 -4.102 0.179
H6 -2.551 -1.998 1.234
H7 1.234 -2.467 0.313
H8 3.298 -2.100 2.344
H9 3.311 -3.291 1.010
H10 6.886 -1.321 -2.379
H11 7.785 0.959 -2.753
H12 6.974 2.864 -1.461
H13 5.226 2.586 0.271
H14 3.558 0.440 1.430
H15 -0.489 1.150 2.059
H16 -3.041 0.611 1.799
H17 -3.420 2.225 -0.144
H18 -0.388 2.483 0.001
H19 -1.284 1.822 -1.364
H20 -0.718 4.198 -1.750
H21 -2.468 3.980 -1.656
H22 -1.776 5.952 -0.332
H23 -0.665 4.950 0.605
H24 -2.774 5.286 1.852
H25 -3.697 4.635 0.496
H26 -1.617 3.126 2.137
H27 -3.366 2.908 2.233
H28 -2.362 -0.047 -1.091
H29 -4.676 -1.146 0.503
H30 -4.754 0.543 0.023
H31 -4.418 -0.113 -2.356
H32 -4.413 -1.811 -1.873
H33 -6.731 -1.493 -0.904
H34 -6.649 -1.231 -2.660
H35 -6.555 1.040 -2.100

Molecular weight: 441.57 g mol⁻¹
Structure (SMILES): CCO[C@H]1OC(C(=O)NCc2nc3ccccc3[nH]2)=C[C@@H](C2CCCCC2)[C@@H]1CCCO
HOMO: -8.3 eV
Relative energy (zero: lowest compared OMol25 entry of this formula, charge and spin): 1.9 kcal/mol
Frontier orbital gap: 8.9 eV

No. 2
ORCA calculation (ωB97M-V with the def2-TZVPD basis set) on a structure of composition C25H35N3Os in a non-equilibrium geometry.

Cartesian coordinates (Å):
C1 2.199 2.251 -2.727
C2 3.567 1.554 -2.687
H1 1.645 1.975 -3.625
H2 2.338 3.337 -2.785
H3 1.592 2.087 -1.844
H4 3.534 0.465 -2.737
H5 4.139 1.893 -3.558
H6 4.148 1.863 -1.812
C3 -2.701 -1.610 -1.526
C4 -3.863 -2.367 -1.578
C5 -3.830 -3.720 -1.238
C6 -2.623 -4.250 -0.820
H7 -2.669 -0.574 -1.863
H8 -4.778 -1.876 -1.905
H9 -4.725 -4.334 -1.308
H10 -2.511 -5.296 -0.546
N1 -1.523 -2.109 -1.074
C7 -1.483 -3.431 -0.735
C8 -0.185 -3.891 -0.310
N2 0.756 -2.897 -0.168
C9 1.952 -3.269 0.373
C10 1.390 -5.616 0.333
C11 2.316 -4.598 0.559
H11 2.643 -2.464 0.617
H12 3.332 -4.806 0.880
C12 0.120 -5.248 -0.079
H13 -0.668 -5.974 -0.264
H14 1.652 -6.661 0.479
Os1 0.303 -0.942 -0.812
C13 2.150 -0.505 -0.872
H15 2.430 -1.209 -1.697
H16 2.815 -0.684 -0.012
H17 2.299 0.506 -1.258
C14 -2.044 3.457 3.812
C15 -0.992 2.607 3.156
C16 0.293 2.530 3.705
C17 1.276 1.718 3.133
C18 2.636 1.656 3.767
C19 0.971 0.982 1.983
C20 -0.263 1.155 1.322
C21 -1.274 1.889 1.997
N3 -0.414 0.715 -0.012
C22 -1.121 1.577 -1.000
C23 -2.638 1.610 -0.736
C24 -0.605 3.023 -0.876
C25 -0.807 0.920 -2.356
H18 -2.330 3.051 4.792
H19 -1.675 4.477 3.981
H20 -2.947 3.516 3.194
H21 0.522 3.105 4.604
H22 3.038 2.664 3.936
H23 2.599 1.157 4.745
H24 3.338 1.108 3.132
H25 1.721 0.324 1.537
H26 -2.287 1.894 1.596
H27 -2.916 2.525 -0.197
H28 -3.170 1.636 -1.698
H29 -2.980 0.736 -0.169
H30 0.489 3.071 -0.855
H31 -0.966 3.605 -1.735
H32 -0.980 3.492 0.041
H33 -0.035 1.479 -2.879
H34 -0.488 -0.182 -2.348
H35 -1.711 0.899 -2.975

Molecular weight: 567.81 g mol⁻¹
Expectation value of S²: 6.0444
Charge: +2
HOMO (spin up / spin down): -13.8 / -14.6 eV
Frontier orbital gap (spin up / spin down): 7.1 / 5.8 eV
Multiplicity: 5

No. 3
ORCA calculation (ωB97M-V with the def2-TZVPD basis set) on a structure of composition C25H35N5O7S.

Cartesian coordinates (Å):
C1 -2.273 4.131 -0.159
H1 -2.911 3.446 0.409
O1 -0.917 3.755 -0.120
C2 -0.330 3.778 1.166
C3 -0.649 2.541 2.021
N1 -0.176 1.315 1.407
C4 1.156 1.056 1.514
O2 1.904 1.885 2.028
C5 1.705 -0.197 1.004
C6 3.009 -0.283 0.510
N2 3.842 0.754 0.269
H2 3.679 1.589 0.812
H3 4.793 0.486 0.044
C7 3.317 -1.639 0.197
N3 2.360 -2.504 0.477
S1 1.044 -1.799 1.072
C8 4.622 -2.077 -0.329
O3 5.549 -1.305 -0.525
N4 4.699 -3.402 -0.562
H4 5.554 -3.803 -0.907
H5 3.900 -3.979 -0.364
C9 -1.104 0.526 0.623
C10 -1.640 -0.675 1.368
C11 -2.485 -1.552 0.713
C12 -2.986 -2.681 1.354
C13 -2.642 -2.928 2.691
C14 -1.810 -2.010 3.360
C15 -1.318 -0.894 2.701
H6 -0.671 -0.202 3.214
O4 -1.534 -2.321 4.656
C16 -0.645 -1.496 5.365
H7 -1.040 -0.481 5.485
H8 0.337 -1.449 4.882
H9 -0.541 -1.956 6.347
O5 -3.070 -3.973 3.457
C17 -3.358 -5.212 2.848
H10 -2.577 -5.503 2.141
H11 -4.321 -5.198 2.333
H12 -3.393 -5.931 3.666
O6 -3.823 -3.569 0.734
C18 -4.000 -3.461 -0.659
H13 -3.041 -3.438 -1.185
H14 -4.583 -2.573 -0.923
H15 -4.555 -4.352 -0.951
H16 -2.740 -1.357 -0.313
H17 -1.954 1.175 0.373
C19 -0.477 0.168 -0.755
O7 -0.474 -0.951 -1.225
N5 0.027 1.247 -1.366
H18 -0.109 2.166 -0.959
C20 0.703 1.201 -2.646
C21 -0.156 1.861 -3.728
C22 0.564 1.825 -5.073
C23 1.918 2.520 -4.974
C24 2.773 1.866 -3.892
C25 2.056 1.903 -2.546
H19 2.668 1.421 -1.782
H20 1.892 2.942 -2.246
H21 3.732 2.381 -3.811
H22 2.973 0.828 -4.165
H23 2.432 2.470 -5.935
H24 1.768 3.575 -4.729
H25 -0.051 2.311 -5.833
H26 0.711 0.786 -5.374
H27 -1.114 1.342 -3.799
H28 -0.350 2.898 -3.440
H29 0.845 0.141 -2.884
H30 -0.130 2.669 2.975
H31 -1.720 2.448 2.207
H32 -0.635 4.682 1.708
H33 0.749 3.810 0.999
H34 -2.408 5.145 0.235
H35 -2.568 4.108 -1.206

Molecular weight: 549.65 g mol⁻¹
HOMO: -7.9 eV
Relative energy (zero: lowest compared OMol25 entry of this formula, charge and spin): 0.0 kcal/mol
Frontier orbital gap: 8.2 eV

No. 4
ORCA calculation (ωB97M-V with the def2-TZVPD basis set) on an isolated molecule of C25H35N7O3 in a non-equilibrium geometry.

Cartesian coordinates (Å):
C1 -6.712 -2.474 -2.089
O1 -5.716 -3.404 -1.733
C2 -4.725 -3.011 -0.898
C3 -3.742 -3.981 -0.632
C4 -2.687 -3.695 0.190
C5 -2.565 -2.434 0.791
C6 -1.470 -2.059 1.617
C7 -1.361 -0.816 2.145
C8 -0.134 -0.338 2.879
N1 0.950 0.089 2.002
C9 1.604 -1.001 1.294
C10 2.971 -0.586 0.753
C11 3.771 -1.827 0.327
N2 5.074 -1.592 -0.257
C12 6.042 -0.974 0.630
C13 7.420 -1.069 -0.028
O2 7.434 -0.430 -1.283
C14 6.465 -0.994 -2.137
C15 5.064 -0.896 -1.529
C16 0.603 1.232 1.184
C17 -0.367 0.982 0.076
N3 -0.453 -0.086 -0.690
N4 -1.466 0.119 -1.517
N5 -2.000 1.251 -1.316
N6 -1.341 1.843 -0.318
C18 -1.643 3.161 0.184
C19 -3.030 3.631 -0.290
C20 -2.806 5.012 -0.907
C21 -1.392 4.918 -1.470
C22 -0.637 4.196 -0.357
C23 -2.413 0.166 1.930
O3 -2.426 1.299 2.398
N7 -3.452 -0.249 1.130
C24 -3.560 -1.474 0.531
C25 -4.633 -1.762 -0.311
H1 -7.289 -2.152 -1.216
H2 -6.281 -1.599 -2.586
H3 -7.369 -2.996 -2.782
H4 -3.844 -4.945 -1.103
H5 -1.927 -4.438 0.381
H6 -0.698 -2.793 1.799
H7 -0.411 0.520 3.499
H8 0.258 -1.128 3.523
H9 0.989 -1.387 0.470
H10 1.753 -1.801 2.025
H11 3.510 -0.042 1.531
H12 2.846 0.066 -0.112
H13 3.924 -2.472 1.198
H14 3.186 -2.386 -0.409
H15 6.050 -1.512 1.580
H16 5.815 0.089 0.821
H17 8.177 -0.568 0.578
H18 7.687 -2.129 -0.148
H19 6.523 -0.438 -3.074
H20 6.702 -2.052 -2.320
H21 4.339 -1.372 -2.191
H22 4.804 0.172 -1.420
H23 1.527 1.633 0.754
H24 0.182 1.995 1.845
H25 -1.605 3.092 1.275
H26 -3.740 3.653 0.535
H27 -3.395 2.939 -1.049
H28 -3.548 5.246 -1.669
H29 -2.846 5.783 -0.137
H30 -0.960 5.890 -1.702
H31 -1.393 4.310 -2.376
H32 -0.379 4.899 0.436
H33 0.281 3.725 -0.707
H34 -4.171 0.442 0.949
H35 -5.367 -0.992 -0.495

Molecular weight: 481.60 g mol⁻¹
Structure (SMILES): COc1ccc2cc(CN(CCCN3CCOCC3)Cc3nnnn3C3CCCC3)c(=O)[nH]c2c1
HOMO: -8.0 eV
Relative energy (zero: lowest compared OMol25 entry of this formula, charge and spin): 6.4 kcal/mol
Frontier orbital gap: 8.4 eV

No. 5
ORCA calculation (ωB97M-V with the def2-TZVPD basis set) on a structure of composition C25H36BGe2N6W in a non-equilibrium geometry.

Cartesian coordinates (Å):
W1 0.110 -0.024 -0.279
C1 -3.559 -1.334 -1.290
C2 -2.553 -1.919 -0.531
N1 -1.601 -1.023 -0.255
N2 -1.991 0.202 -0.870
C3 -3.176 -0.029 -1.492
B1 -1.636 1.660 -0.184
N3 -0.345 2.225 -0.896
C4 -0.232 3.419 -1.505
C5 1.103 3.764 -1.586
C6 1.800 2.720 -1.003
N4 0.946 1.777 -0.573
N5 -1.319 1.408 1.293
C7 -1.903 1.908 2.394
C8 -1.273 1.382 3.508
C9 -0.287 0.545 3.016
N6 -0.295 0.550 1.672
H1 -4.450 -1.815 -1.661
H2 -2.463 -2.936 -0.181
H3 -3.693 0.767 -2.008
H4 -2.545 2.402 -0.335
H5 -1.108 3.959 -1.831
H6 1.522 4.658 -2.017
H7 2.865 2.597 -0.877
H8 -2.724 2.606 2.325
H9 -1.504 1.587 4.540
H10 0.422 -0.055 3.565
C10 1.724 0.357 -5.190
C11 1.203 0.794 -3.825
Ge1 0.636 -0.733 -2.609
C12 -0.716 -1.910 -3.554
C13 -0.236 -2.616 -4.820
C14 2.227 -1.884 -2.518
C15 2.853 -2.248 -1.357
Ge2 1.993 -1.511 0.328
C16 3.162 -0.191 1.336
C17 4.503 -0.682 1.881
C18 1.209 -2.895 1.572
C19 2.143 -3.943 2.174
C20 4.018 -3.092 -1.333
C21 4.618 -3.607 -2.523
C22 5.724 -4.409 -2.454
C23 6.284 -4.731 -1.208
C24 5.715 -4.236 -0.020
C25 4.607 -3.438 -0.084
H11 2.072 1.232 -5.740
H12 0.945 -0.105 -5.789
H13 2.560 -0.338 -5.107
H14 0.341 1.454 -3.943
H15 1.979 1.350 -3.297
H16 -1.586 -1.288 -3.775
H17 -1.022 -2.663 -2.823
H18 0.027 -1.920 -5.609
H19 -1.045 -3.239 -5.204
H20 0.619 -3.265 -4.631
H21 2.615 -2.271 -3.459
H22 2.535 0.163 2.157
H23 3.330 0.654 0.666
H24 4.378 -1.508 2.582
H25 4.983 0.136 2.418
H26 5.176 -0.993 1.083
H27 0.409 -3.388 1.016
H28 0.742 -2.307 2.366
H29 2.591 -4.573 1.406
H30 1.571 -4.591 2.838
H31 2.938 -3.486 2.765
H32 4.206 -3.372 -3.494
H33 6.165 -4.797 -3.362
H34 7.159 -5.366 -1.163
H35 6.155 -4.490 0.935
H36 4.153 -3.056 0.820

Molecular weight: 760.48 g mol⁻¹
Expectation value of S²: 2.0502
Charge: +3
HOMO (spin up / spin down): -17.0 / -17.2 eV
Relative energy (zero: lowest compared OMol25 entry of this formula, charge and spin): 36.9 kcal/mol
Frontier orbital gap (spin up / spin down): 5.8 / 5.9 eV
Multiplicity: 3

No. 6
ORCA calculation (ωB97M-V with the def2-TZVPD basis set) on a structure of composition C25H36FeO5 in a non-equilibrium geometry.

Cartesian coordinates (Å):
C1 -0.660 2.430 2.429
C2 0.462 1.579 1.892
O1 1.008 2.260 0.745
C3 1.992 1.526 0.177
C4 2.565 2.220 -0.973
C5 3.609 1.640 -1.762
O2 3.905 2.131 -2.871
C6 4.357 0.406 -1.296
C7 3.618 -0.870 -1.680
C8 3.547 -1.161 -3.193
C9 2.128 -1.119 -3.792
C10 1.744 0.186 -4.513
C11 0.306 0.648 -4.240
C12 0.158 1.508 -2.983
C13 0.566 2.965 -3.193
C14 0.710 3.750 -1.881
C15 2.105 3.616 -1.243
O3 2.277 0.421 0.636
H1 -1.104 1.956 3.311
H2 -0.301 3.424 2.729
H3 -1.459 2.551 1.685
H4 1.266 1.445 2.630
H5 0.110 0.588 1.575
H6 5.348 0.424 -1.763
H7 4.439 0.442 -0.206
H8 4.130 -1.712 -1.189
H9 2.619 -0.828 -1.227
H10 4.215 -0.479 -3.736
H11 3.937 -2.181 -3.337
H12 2.070 -1.931 -4.534
H13 1.393 -1.359 -3.010
H14 2.456 0.986 -4.257
H15 1.858 0.018 -5.594
H16 -0.038 1.220 -5.110
H17 -0.347 -0.224 -4.131
H18 -0.888 1.488 -2.637
H19 0.745 1.082 -2.153
H20 1.512 3.019 -3.754
H21 -0.203 3.454 -3.814
H22 0.553 4.818 -2.093
H23 -0.051 3.435 -1.154
H24 2.133 4.171 -0.295
H25 2.841 4.039 -1.938
C16 -0.129 -2.271 2.902
C17 -1.403 -2.619 2.186
C18 -2.243 -1.711 1.489
Fe1 -3.340 -2.035 3.140
C19 -3.607 -0.236 3.068
O4 -3.760 0.916 3.008
C20 -2.498 -1.713 4.793
O5 -1.921 -1.589 5.791
C21 -5.087 -2.433 2.174
C22 -5.308 -1.935 3.509
C23 -4.657 -2.833 4.434
C24 -4.042 -3.885 3.656
C25 -4.291 -3.626 2.269
H26 0.781 -2.466 2.307
H27 -0.095 -1.207 3.192
H28 -0.050 -2.888 3.811
H29 -1.499 -3.705 1.987
H30 -1.846 -0.699 1.301
H31 -2.855 -2.080 0.641
H32 -5.506 -2.007 1.269
H33 -5.975 -1.128 3.794
H34 -4.765 -2.807 5.507
H35 -3.530 -4.753 4.071
H36 -4.005 -4.270 1.442

Molecular weight: 472.40 g mol⁻¹
Expectation value of S²: 6.1568
HOMO (spin up / spin down): -6.3 / -8.1 eV
Relative energy (zero: lowest compared OMol25 entry of this formula, charge and spin): 0.0 kcal/mol
Frontier orbital gap (spin up / spin down): 6.9 / 6.1 eV
Multiplicity: 5

Copy entry 1 word for word.
ORCA calculation (ωB97M-V with the def2-TZVPD basis set) on an isolated molecule of C25H35N3O4.

Cartesian coordinates (Å):
C1 -3.526 -4.548 0.407
C2 -2.349 -3.985 -0.383
O1 -2.534 -2.620 -0.738
C3 -2.187 -1.696 0.231
O2 -0.764 -1.663 0.293
C4 -0.262 -0.640 1.052
C5 1.155 -0.809 1.468
O3 1.725 0.003 2.183
N1 1.742 -1.925 0.995
C6 3.128 -2.250 1.271
C7 4.073 -1.380 0.508
N2 4.882 -1.776 -0.431
C8 5.547 -0.646 -0.840
C9 6.529 -0.478 -1.809
C10 7.021 0.795 -2.008
C11 6.558 1.886 -1.269
C12 5.584 1.744 -0.301
C13 5.086 0.468 -0.094
N3 4.148 -0.041 0.763
C14 -0.968 0.431 1.415
C15 -2.359 0.704 0.942
C16 -2.480 2.153 0.413
C17 -1.338 2.530 -0.534
C18 -1.540 3.941 -1.079
C19 -1.614 4.948 0.064
C20 -2.741 4.577 1.022
C21 -2.543 3.162 1.561
C22 -2.783 -0.326 -0.122
C23 -4.310 -0.422 -0.228
C24 -4.798 -0.826 -1.618
C25 -6.326 -0.843 -1.683
O4 -6.899 0.422 -1.446
H1 -3.373 -5.609 0.583
H2 -3.627 -4.049 1.368
H3 -4.447 -4.410 -0.154
H4 -2.253 -4.509 -1.337
H5 -1.415 -4.102 0.179
H6 -2.551 -1.998 1.234
H7 1.234 -2.467 0.313
H8 3.298 -2.100 2.344
H9 3.311 -3.291 1.010
H10 6.886 -1.321 -2.379
H11 7.785 0.959 -2.753
H12 6.974 2.864 -1.461
H13 5.226 2.586 0.271
H14 3.558 0.440 1.430
H15 -0.489 1.150 2.059
H16 -3.041 0.611 1.799
H17 -3.420 2.225 -0.144
H18 -0.388 2.483 0.001
H19 -1.284 1.822 -1.364
H20 -0.718 4.198 -1.750
H21 -2.468 3.980 -1.656
H22 -1.776 5.952 -0.332
H23 -0.665 4.950 0.605
H24 -2.774 5.286 1.852
H25 -3.697 4.635 0.496
H26 -1.617 3.126 2.137
H27 -3.366 2.908 2.233
H28 -2.362 -0.047 -1.091
H29 -4.676 -1.146 0.503
H30 -4.754 0.543 0.023
H31 -4.418 -0.113 -2.356
H32 -4.413 -1.811 -1.873
H33 -6.731 -1.493 -0.904
H34 -6.649 -1.231 -2.660
H35 -6.555 1.040 -2.100

Molecular weight: 441.57 g mol⁻¹
Structure (SMILES): CCO[C@H]1OC(C(=O)NCc2nc3ccccc3[nH]2)=C[C@@H](C2CCCCC2)[C@@H]1CCCO
HOMO: -8.3 eV
Relative energy (zero: lowest compared OMol25 entry of this formula, charge and spin): 1.9 kcal/mol
Frontier orbital gap: 8.9 eV